1.
The following is a DFT calculation (ωB97M-V/def2-TZVPD) of a structure of composition C21H27BrCl5OS4SiSr at a distorted geometry.

## Properties
Kohn-Sham gap (spin up / spin down)   4.31 / 3.49 eV
HOMO level (spin up / spin down)   -2.303 / -1.477 eV
Relative energy (zero: lowest compared OMol25 entry of this formula, charge and spin)   134.8 kcal per mole
Energy   -7679.62921 Ha
Max |F|   0.0968 Eh/bohr
Charge   -1

CARTESIAN COORDINATES (ANGSTROEM)
Sr -0.918 0.209 0.841
O -0.272 6.640 -1.820
C -0.267 5.659 -1.124
S -1.583 5.219 -0.015
C -0.859 3.764 0.602
C 0.390 3.510 0.174
S 1.078 1.966 0.717
S 1.091 4.523 -1.052
S -1.768 2.628 1.615
Cl 3.255 4.144 1.642
C 3.782 2.694 0.835
C 2.754 1.826 0.303
C 3.220 0.614 -0.327
Cl 2.018 -0.477 -0.961
C 4.538 0.295 -0.422
Cl 5.050 -1.190 -1.182
C 5.536 1.174 0.099
Cl 7.218 0.749 0.046
C 5.100 2.391 0.718
Cl 6.314 3.476 1.318
C -0.431 2.851 5.806
C 0.659 1.764 5.836
C 1.677 2.160 4.733
C 1.346 1.814 7.215
Si -0.024 0.001 5.484
Br -0.141 -0.116 3.193
C 1.202 -1.429 5.917
C 2.641 -1.053 5.522
C 1.149 -1.719 7.431
C 0.877 -2.734 5.172
C -1.833 -0.302 6.053
C -2.825 0.524 5.218
C -1.966 0.081 7.543
C -2.237 -1.777 5.913
H 0.051 3.811 6.011
H -1.214 2.707 6.550
H -0.895 2.924 4.818
H 2.221 3.053 5.061
H 1.169 2.410 3.798
H 2.414 1.391 4.506
H 1.687 2.838 7.389
H 2.216 1.163 7.286
H 0.661 1.553 8.026
H 3.034 -0.195 6.065
H 2.723 -0.844 4.454
H 3.291 -1.908 5.737
H 1.350 -0.836 8.041
H 1.905 -2.470 7.679
H 0.180 -2.121 7.731
H 1.064 -2.645 4.101
H -0.149 -3.073 5.305
H 1.540 -3.515 5.558
H -2.545 1.566 5.088
H -3.801 0.499 5.716
H -2.956 0.094 4.224
H -1.745 1.132 7.732
H -1.310 -0.517 8.179
H -2.995 -0.102 7.867
H -2.135 -2.133 4.886
H -3.292 -1.875 6.192
H -1.663 -2.433 6.568

These are the Mulliken partial charges, in e, on atoms 1 to 5: Sr -0.483; O -0.590; C 0.547; S -0.190; C 0.219



2.
The following is a DFT calculation (ωB97M-V/def2-TZVPD) of the molecule C21H27ClN2O3.

## Properties
Kohn-Sham gap   9.01 eV
HOMO level   -8.446 eV
Relative energy (zero: lowest compared OMol25 entry of this formula, charge and spin)   6.1 kcal per mole
Energy   -1611.84366 Ha
Max |F|   0.0120 Eh/bohr
Charge   0
SMILES   CCOc1cc(CNCC(C)C)c(Cl)cc1OCC(=O)Nc1ccccc1

CARTESIAN COORDINATES (ANGSTROEM)
C -1.118 -1.933 0.170
C -1.110 -1.492 1.631
O 0.179 -1.122 2.080
C 0.870 -0.082 1.534
C 2.245 -0.164 1.732
C 3.141 0.802 1.301
C 4.631 0.624 1.486
N 5.390 0.369 0.280
C 5.178 -0.898 -0.384
C 3.898 -1.066 -1.229
C 3.841 -0.038 -2.357
C 3.856 -2.481 -1.800
C 2.604 1.902 0.647
Cl 3.628 3.183 0.083
C 1.242 2.022 0.434
C 0.354 1.046 0.867
O -1.006 1.143 0.668
C -1.508 2.289 0.018
C -3.032 2.222 -0.151
O -3.652 3.220 -0.443
N -3.539 0.982 0.022
C -4.872 0.558 -0.035
C -5.915 1.398 -0.409
C -7.208 0.909 -0.447
C -7.476 -0.409 -0.117
C -6.438 -1.246 0.257
C -5.142 -0.767 0.299
H -0.871 -1.105 -0.490
H -0.381 -2.720 0.022
H -2.097 -2.320 -0.100
H -1.827 -0.684 1.814
H -1.371 -2.336 2.275
H 2.608 -1.038 2.250
H 5.045 1.534 1.934
H 4.809 -0.208 2.172
H 5.293 1.138 -0.373
H 6.042 -1.053 -1.041
H 5.200 -1.676 0.385
H 3.025 -0.925 -0.584
H 2.964 -0.208 -2.978
H 4.727 -0.113 -2.985
H 3.779 0.974 -1.965
H 2.950 -2.631 -2.383
H 3.876 -3.219 -1.001
H 4.713 -2.655 -2.448
H 0.884 2.904 -0.072
H -1.282 3.200 0.586
H -1.080 2.393 -0.989
H -2.869 0.266 0.271
H -5.708 2.424 -0.664
H -8.013 1.566 -0.738
H -8.488 -0.783 -0.150
H -6.636 -2.275 0.518
H -4.333 -1.420 0.597

These are the Mulliken partial charges, in e, on atoms 1 to 5: C -0.979; C -0.471; O -0.518; C 0.383; C -0.137



3.
The following is a DFT calculation (ωB97M-V/def2-TZVPD) of the ion C21H27FN3O3 with charge +1 at a distorted geometry.

## Properties
Kohn-Sham gap   7.38 eV
HOMO level   -10.214 eV
Relative energy (zero: lowest compared OMol25 entry of this formula, charge and spin)   434.6 kcal per mole
Energy   -1305.41293 Ha
Max |F|   0.3295 Eh/bohr
Charge   +1
SMILES   CC[NH+](CC)CCNC(=O)c1ccc(NC(=O)COc2ccccc2F)cc1

CARTESIAN COORDINATES (ANGSTROEM)
C -6.289 -1.802 -0.304
C -6.048 -0.334 -0.721
N -4.979 0.412 0.060
C -5.570 0.403 1.555
C -6.678 1.246 1.853
C -4.614 1.559 -0.536
C -3.707 1.210 -1.430
N -2.331 1.006 -1.191
C -2.073 -0.168 -0.572
O -2.887 -0.990 -0.082
C -0.670 -0.338 -0.275
C 0.314 0.100 -1.173
C 1.747 -0.565 -0.994
C 2.068 -1.237 0.139
N 3.444 -1.646 0.268
C 4.461 -1.330 -0.205
O 4.493 -0.598 -1.323
C 5.608 -1.997 0.386
O 6.908 -1.438 -0.223
C 7.130 -0.180 0.087
C 8.217 0.219 -0.680
C 8.744 1.728 -0.701
C 8.033 2.254 0.160
C 7.011 2.005 0.859
C 6.525 0.835 0.504
F 5.419 0.149 1.459
C 1.009 -1.887 0.751
C -0.356 -1.523 0.803
H -6.804 -2.210 -1.219
H -5.304 -2.378 -0.331
H -6.659 -2.032 0.709
H -5.905 -0.173 -1.817
H -7.121 0.244 -0.612
H -4.371 -0.275 0.075
H -5.567 -0.699 1.938
H -4.544 0.885 1.933
H -7.672 1.082 1.348
H -6.589 1.393 2.892
H -6.363 2.279 1.488
H -4.197 2.029 0.122
H -5.570 2.046 -0.888
H -3.419 2.169 -2.027
H -4.100 0.612 -2.027
H -1.651 1.701 -1.239
H 0.190 0.751 -1.848
H 2.507 0.051 -1.227
H 3.471 -2.406 0.920
H 5.681 -2.151 1.333
H 5.759 -2.929 -0.079
H 8.848 -0.475 -1.364
H 9.574 2.020 -1.278
H 8.305 3.441 0.133
H 6.401 2.670 1.548
H 1.217 -2.655 1.720
H -1.043 -2.082 1.323

These are the Mulliken partial charges, in e, on atoms 1 to 5: C -1.227; C -0.424; N 0.505; C -0.265; C -1.202



4.
The following is a DFT calculation (ωB97M-V/def2-TZVPD) of the molecule C21H27N3O2S.

## Properties
Kohn-Sham gap   8.71 eV
HOMO level   -7.991 eV
Relative energy (zero: lowest compared OMol25 entry of this formula, charge and spin)   34.5 kcal per mole
Energy   -1529.37239 Ha
Max |F|   0.0127 Eh/bohr
Charge   0
SMILES   CCN1/C(=N/CCc2cccs2)N[C@@H](c2ccccc2)[C@H](C(=O)OC)[C@H]1C

CARTESIAN COORDINATES (ANGSTROEM)
C -2.563 -2.988 1.504
C -2.169 -2.251 0.228
N -0.965 -1.459 0.387
C -1.126 -0.206 0.902
N -2.250 0.070 1.447
C -2.589 1.384 1.910
C -2.799 2.411 0.762
C -3.506 1.776 -0.383
C -4.835 1.545 -0.543
C -5.141 0.845 -1.733
C -4.038 0.547 -2.462
S -2.601 1.117 -1.708
N -0.034 0.645 0.844
C 0.953 0.450 -0.188
C 2.114 1.395 -0.030
C 2.729 1.942 -1.148
C 3.832 2.766 -1.005
C 4.325 3.055 0.256
C 3.712 2.517 1.374
C 2.614 1.688 1.233
C 1.426 -1.007 -0.025
C 2.528 -1.259 -1.029
O 2.360 -1.457 -2.203
O 3.725 -1.194 -0.441
C 4.867 -1.289 -1.282
C 0.243 -1.952 -0.245
C 0.624 -3.338 0.286
H -2.727 -2.256 2.288
H -1.787 -3.680 1.819
H -3.483 -3.544 1.340
H -2.016 -2.952 -0.596
H -2.982 -1.567 -0.033
H -3.542 1.266 2.436
H -1.860 1.794 2.627
H -3.387 3.246 1.149
H -1.840 2.804 0.417
H -5.577 1.868 0.165
H -6.140 0.577 -2.027
H -3.970 0.029 -3.397
H -0.247 1.608 1.051
H 0.518 0.564 -1.197
H 2.346 1.713 -2.132
H 4.306 3.184 -1.881
H 5.186 3.698 0.366
H 4.094 2.739 2.360
H 2.136 1.262 2.102
H 1.830 -1.120 0.984
H 5.130 -0.295 -1.651
H 5.674 -1.687 -0.673
H 4.658 -1.946 -2.129
H 0.074 -2.027 -1.334
H -0.138 -4.075 0.050
H 0.756 -3.301 1.364
H 1.557 -3.656 -0.173

These are the Mulliken partial charges, in e, on atoms 1 to 5: C -1.231; C -0.736; N 0.448; C 0.168; N -0.494